# 1
{"formula": "C45H95N5O5", "method": "ωB97M-V with the def2-TZVPD basis set", "relative_energy_kcal_mol": 99.9, "smiles": "CC1(C)CCCC(C)(C)N1O.CC1(C)CCCC(C)(C)N1O.CC1(C)CCCC(C)(C)N1O.CC1(C)CCCC(C)(C)N1O.CC1(C)CCCC(C)(C)N1O", "homo_energy_ev": -7.673, "e_lumo_ev": 0.56, "charge": 0, "elements": ["C", "C", "C", "C", "C", "C", "N", "O", "C", "C", "C", "H", "H", "H", "H", "H", "H", "H", "H", "H", "H", "H", "H", "H", "H", "H", "H", "H", "H", "H", "C", "C", "C", "C", "C", "C", "N", "O", "C", "C", "C", "H", "H", "H", "H", "H", "H", "H", "H", "H", "H", "H", "H", "H", "H", "H", "H", "H", "H", "H", "C", "C", "C", "C", "C", "C", "N", "O", "C", "C", "C", "H", "H", "H", "H", "H", "H", "H", "H", "H", "H", "H", "H", "H", "H", "H", "H", "H", "H", "H", "C", "C", "C", "C", "C", "C", "N", "O", "C", "C", "C", "H", "H", "H", "H", "H", "H", "H", "H", "H", "H", "H", "H", "H", "H", "H", "H", "H", "H", "H", "C", "C", "C", "C", "C", "C", "N", "O", "C", "C", "C", "H", "H", "H", "H", "H", "H", "H", "H", "H", "H", "H", "H", "H", "H", "H", "H", "H", "H", "H"], "xyz": [[4.6317, -4.5198, -5.6540], [4.1661, -3.7842, -4.4105], [5.0215, -4.3227, -3.1677], [6.4602, -3.7681, -3.1127], [6.3208, -2.2142, -3.1541], [5.5401, -1.5561, -4.3528], [4.2356, -2.2812, -4.4954], [3.3878, -1.6557, -5.5253], [5.2718, -0.1325, -3.8841], [6.4670, -1.5822, -5.5821], [2.7057, -4.2467, -4.1713], [5.7206, -4.5657, -5.6343], [4.2266, -4.0349, -6.5421], [4.1994, -5.5193, -5.6070], [4.4310, -4.0847, -2.2830], [5.1099, -5.4079, -3.2194], [7.2446, -4.1776, -3.7491], [6.8593, -3.9393, -2.1129], [7.3254, -1.8040, -3.2570], [5.9026, -1.9393, -2.1858], [4.3867, 0.0270, -3.2684], [6.1711, 0.3834, -3.5476], [4.9356, 0.3362, -4.8090], [7.2175, -0.7958, -5.5023], [6.9963, -2.5339, -5.5342], [5.8669, -1.6263, -6.4910], [2.0323, -4.1220, -5.0193], [2.2595, -3.7780, -3.2942], [2.5571, -5.3001, -3.9339], [3.9885, -1.7628, -6.2665], [-4.3732, 4.4235, 6.9490], [-4.5800, 4.1916, 5.4229], [-3.4452, 5.0218, 4.7290], [-3.2067, 4.7261, 3.2394], [-2.8711, 3.2380, 3.0717], [-4.1020, 2.3539, 3.6234], [-4.3614, 2.7726, 5.0859], [-5.3095, 2.0521, 5.6618], [-5.3181, 2.3568, 2.6880], [-3.6105, 0.9674, 3.7390], [-6.0032, 4.6389, 4.9922], [-3.5146, 3.8953, 7.3635], [-5.2647, 4.0567, 7.4577], [-4.3489, 5.5065, 7.0700], [-3.6648, 6.0871, 4.7993], [-2.4749, 4.8769, 5.2039], [-2.3499, 5.3428, 2.9678], [-4.1600, 4.9152, 2.7459], [-1.9267, 3.0384, 3.5781], [-2.7904, 3.1933, 1.9856], [-5.5454, 3.3371, 2.2693], [-5.1817, 1.7472, 1.7947], [-6.1850, 1.8878, 3.1534], [-2.7497, 0.9636, 4.4075], [-4.4019, 0.2953, 4.0709], [-3.2469, 0.6137, 2.7742], [-6.0871, 4.8077, 3.9186], [-6.3056, 5.3879, 5.7241], [-6.7954, 3.9025, 5.1271], [-4.7607, 1.3760, 6.0660], [-0.6428, -1.3727, -1.5402], [-0.0134, -0.1538, -0.8742], [-0.5743, -0.1401, 0.5315], [0.2286, 0.8435, 1.4066], [1.7362, 0.6489, 1.3972], [2.3416, 0.4394, -0.0192], [1.4098, -0.3452, -0.9162], [1.9296, -0.5363, -2.2435], [2.6079, 1.8495, -0.6478], [3.6069, -0.2535, 0.2815], [-0.4569, 1.1051, -1.6820], [-0.5116, -2.2811, -0.9521], [-0.2077, -1.5457, -2.5245], [-1.7009, -1.2250, -1.7561], [-1.6428, 0.0747, 0.5154], [-0.5215, -1.1260, 0.9934], [-0.2769, 0.9655, 2.3646], [0.0179, 1.8708, 1.1094], [1.8064, -0.3189, 1.8938], [2.1649, 1.3594, 2.1039], [1.7397, 2.5082, -0.6673], [3.4511, 2.3584, -0.1807], [2.8945, 1.7218, -1.6916], [4.2539, 0.3513, 0.9168], [3.4219, -1.1737, 0.8357], [4.1813, -0.5992, -0.5779], [0.0071, 1.1241, -2.6682], [-0.1679, 2.0552, -1.2326], [-1.5204, 1.2847, -1.8395], [2.2030, -1.4496, -2.1303], [-5.4884, -0.3878, -3.2853], [-5.7178, 1.0603, -2.7516], [-4.4591, 1.9836, -3.0603], [-4.7409, 3.4167, -3.0738], [-5.7659, 3.7407, -4.0702], [-7.1555, 3.1405, -3.6367], [-6.9589, 1.6775, -3.2752], [-8.1006, 0.9755, -3.2181], [-7.7362, 3.8193, -2.4078], [-7.9760, 3.3088, -4.9298], [-5.7315, 0.9442, -1.1685], [-4.5087, -0.7621, -2.9882], [-5.6874, -0.3492, -4.3562], [-6.2656, -1.0668, -2.9346], [-3.6480, 1.7192, -2.3819], [-3.9513, 1.5300, -3.9114], [-3.9032, 4.0489, -3.3680], [-4.9834, 3.8279, -2.0938], [-5.3844, 3.4401, -5.0461], [-5.7407, 4.8265, -4.1622], [-7.7645, 4.9044, -2.5071], [-8.7497, 3.4576, -2.2342], [-7.3041, 3.5085, -1.4566], [-8.0565, 4.3478, -5.2493], [-7.5259, 2.7139, -5.7245], [-8.9748, 2.9220, -4.7277], [-4.8446, 0.3594, -0.9245], [-6.4981, 0.2729, -0.7817], [-5.7121, 1.8300, -0.5337], [-8.0283, 0.6404, -4.1148], [3.0824, -4.7402, 4.1862], [3.1872, -3.4044, 3.4228], [3.1207, -2.2173, 4.4668], [4.4884, -1.8848, 5.1209], [5.5693, -1.6896, 4.0458], [5.6996, -2.8709, 3.0655], [4.3681, -3.2355, 2.5875], [4.3596, -4.0816, 1.4879], [6.5000, -2.2436, 1.8628], [6.4610, -4.0179, 3.6855], [1.8471, -3.2651, 2.5939], [4.0653, -5.1628, 4.3947], [2.7630, -5.4494, 3.4227], [2.2990, -4.8222, 4.9396], [2.6510, -1.3947, 3.9276], [2.4197, -2.5408, 5.2362], [4.6937, -2.7086, 5.8045], [4.5054, -0.9525, 5.6853], [6.5176, -1.4557, 4.5297], [5.3083, -0.7893, 3.4895], [7.3217, -1.6454, 2.2564], [6.9033, -2.9749, 1.1623], [5.9473, -1.4653, 1.3367], [6.2922, -4.9779, 3.1975], [7.5391, -3.8619, 3.6471], [6.3970, -4.1374, 4.7670], [1.7861, -4.0686, 1.8599], [1.7173, -2.3960, 1.9489], [0.9996, -3.2764, 3.2793], [4.0834, -3.4249, 0.8445]], "lowdin_charge": [-0.041, -0.477, -0.114, -0.170, -0.134, -0.508, -0.066, -0.006, -0.042, -0.015, -0.051, 0.075, 0.082, 0.085, 0.107, 0.115, 0.103, 0.098, 0.113, 0.105, 0.069, 0.091, 0.078, 0.092, 0.070, 0.076, 0.083, 0.068, 0.081, 0.054, -0.036, -0.480, -0.144, -0.193, -0.111, -0.457, -0.163, -0.016, -0.026, -0.071, -0.020, 0.085, 0.075, 0.080, 0.115, 0.114, 0.113, 0.094, 0.112, 0.112, 0.068, 0.063, 0.090, 0.092, 0.089, 0.081, 0.068, 0.080, 0.077, 0.115, -0.038, -0.528, -0.124, -0.182, -0.126, -0.462, -0.073, -0.014, -0.014, -0.061, -0.012, 0.085, 0.078, 0.078, 0.117, 0.112, 0.099, 0.096, 0.077, 0.133, 0.063, 0.080, 0.072, 0.096, 0.062, 0.077, 0.087, 0.059, 0.059, 0.086, -0.031, -0.424, -0.144, -0.236, -0.163, -0.452, -0.173, 0.011, -0.028, -0.041, -0.042, 0.079, 0.082, 0.076, 0.090, 0.118, 0.121, 0.120, 0.124, 0.121, 0.087, 0.082, 0.073, 0.087, 0.084, 0.075, 0.063, 0.076, 0.058, 0.105, -0.030, -0.471, -0.117, -0.158, -0.145, -0.491, -0.137, 0.004, -0.025, -0.040, -0.031, 0.073, 0.072, 0.086, 0.097, 0.107, 0.104, 0.106, 0.121, 0.113, 0.080, 0.078, 0.059, 0.087, 0.080, 0.078, 0.075, 0.047, 0.089, 0.088]}


# 2
{"formula": "C46H106Cl2N12O14P4", "method": "ωB97M-V with the def2-TZVPD basis set", "relative_energy_kcal_mol": 173.7, "homo_energy_ev": -7.667, "e_lumo_ev": -0.02, "charge": 0, "elements": ["Cl", "C", "C", "Cl", "H", "H", "H", "H", "O", "P", "N", "C", "C", "N", "C", "C", "N", "C", "C", "H", "H", "H", "H", "H", "H", "H", "H", "H", "H", "H", "H", "H", "H", "H", "H", "H", "H", "O", "P", "N", "C", "C", "N", "C", "C", "N", "C", "C", "H", "H", "H", "H", "H", "H", "H", "H", "H", "H", "H", "H", "H", "H", "H", "H", "H", "H", "O", "P", "N", "C", "C", "N", "C", "C", "N", "C", "C", "H", "H", "H", "H", "H", "H", "H", "H", "H", "H", "H", "H", "H", "H", "H", "H", "H", "H", "O", "P", "N", "C", "C", "N", "C", "C", "N", "C", "C", "H", "H", "H", "H", "H", "H", "H", "H", "H", "H", "H", "H", "H", "H", "H", "H", "H", "H", "O", "C", "O", "C", "C", "C", "H", "H", "H", "H", "H", "H", "O", "C", "O", "C", "C", "C", "H", "H", "H", "H", "H", "H", "O", "C", "O", "C", "C", "C", "H", "H", "H", "H", "H", "H", "O", "C", "O", "C", "C", "C", "H", "H", "H", "H", "H", "H", "O", "C", "O", "C", "C", "C", "H", "H", "H", "H", "H", "H"], "xyz": [[-3.4978, -21.1729, 10.4140], [-3.0161, -22.8862, 10.3805], [-4.1685, -23.7089, 9.8160], [-5.6801, -23.4413, 10.7026], [-2.8093, -23.1237, 11.4201], [-2.1298, -22.9001, 9.7517], [-4.0116, -24.7890, 9.8378], [-4.3481, -23.5549, 8.7516], [-7.6430, -14.0592, 7.3149], [-7.8612, -15.5046, 7.0577], [-7.2090, -16.0214, 5.5753], [-6.8362, -17.4195, 5.3451], [-7.3755, -15.1630, 4.4059], [-9.4794, -16.0071, 7.1386], [-10.3641, -15.4455, 8.1378], [-10.0914, -16.5933, 5.9530], [-7.0360, -16.4250, 8.2559], [-6.4729, -15.7762, 9.3927], [-7.2883, -17.8403, 8.4742], [-6.5261, -17.5974, 4.3182], [-7.6637, -18.0756, 5.6157], [-5.9723, -17.6242, 5.9839], [-6.6788, -15.4986, 3.6365], [-7.1046, -14.1262, 4.6012], [-8.3927, -15.1882, 4.0050], [-10.5759, -14.3882, 7.9530], [-11.3330, -15.9374, 8.0164], [-10.0981, -15.6035, 9.1823], [-9.5331, -17.4437, 5.5598], [-11.0665, -17.0430, 6.1492], [-10.2230, -15.8472, 5.1649], [-5.5650, -16.2546, 9.7845], [-6.2006, -14.7417, 9.1945], [-7.1065, -15.8065, 10.2950], [-8.0524, -17.8930, 9.2649], [-6.3916, -18.3978, 8.7416], [-7.8126, -18.2037, 7.5950], [0.2737, -10.9949, 2.4247], [-1.0321, -11.1505, 3.1073], [-1.9200, -9.7544, 3.4129], [-2.9089, -9.2556, 2.4943], [-1.6427, -8.9480, 4.6312], [-0.8994, -11.9706, 4.5650], [-2.0181, -12.0571, 5.5101], [0.0288, -13.0978, 4.5354], [-2.1297, -12.0733, 2.2062], [-1.7340, -13.0039, 1.1503], [-3.4702, -12.4320, 2.6498], [-3.9009, -9.6585, 2.7459], [-2.6674, -9.4711, 1.4545], [-3.0360, -8.1754, 2.5946], [-2.2876, -8.0775, 4.6895], [-0.6058, -8.6203, 4.5414], [-1.7640, -9.6066, 5.4883], [-2.2911, -13.0976, 5.6889], [-1.7299, -11.6659, 6.4938], [-2.8306, -11.4032, 5.2053], [0.1741, -13.6310, 5.4737], [-0.3950, -13.7874, 3.7919], [1.0172, -12.7692, 4.2185], [-0.6381, -12.9831, 1.2317], [-1.9187, -14.0663, 1.3176], [-1.9692, -12.7661, 0.1112], [-4.1761, -12.4631, 1.8083], [-3.9877, -11.7650, 3.3397], [-3.4860, -13.4690, 2.9950], [2.0574, -19.1514, 9.5405], [2.6142, -20.2509, 10.3547], [3.0755, -21.4800, 9.3005], [3.4941, -22.7643, 9.8159], [3.5953, -21.1620, 7.9621], [1.5545, -20.9910, 11.4741], [0.3741, -21.6933, 11.0053], [1.2633, -20.1888, 12.6480], [4.0030, -19.9566, 11.2721], [4.2970, -20.7818, 12.4467], [5.0615, -19.0572, 10.8087], [2.8662, -23.1374, 10.6288], [4.4974, -22.8262, 10.2630], [3.4705, -23.4916, 9.0029], [4.6734, -21.0046, 8.0212], [3.1503, -20.1969, 7.7137], [3.2469, -21.8899, 7.2330], [-0.2266, -21.1021, 10.3029], [0.6431, -22.6106, 10.4768], [-0.2507, -21.9608, 11.8569], [1.9508, -19.3844, 12.9192], [0.3731, -19.5445, 12.5471], [1.0773, -20.8415, 13.5040], [3.6602, -21.6604, 12.4951], [5.3114, -21.1915, 12.4358], [4.1982, -20.1375, 13.3242], [4.7414, -18.0149, 10.7646], [5.3597, -19.4146, 9.8222], [5.8595, -19.0724, 11.5479], [-4.3034, -23.3857, 5.3703], [-5.6505, -22.7815, 5.4843], [-5.7849, -21.6002, 6.7037], [-4.5588, -21.1040, 7.2690], [-7.0117, -20.9173, 7.0390], [-6.8365, -23.9445, 5.8498], [-8.2611, -23.6884, 5.9814], [-6.4339, -25.2452, 6.3226], [-6.2429, -22.0577, 4.0758], [-6.2447, -22.9889, 2.9154], [-5.6580, -20.7391, 3.7641], [-4.7350, -20.7050, 8.2703], [-4.0586, -20.3316, 6.6637], [-3.7667, -21.8494, 7.3595], [-7.1811, -20.9787, 8.1160], [-7.8898, -21.1098, 6.4310], [-6.8299, -19.8604, 6.8096], [-8.5717, -22.9713, 5.2163], [-8.7796, -24.6154, 5.7364], [-8.5723, -23.2919, 6.9515], [-7.1919, -25.9823, 6.0617], [-5.4716, -25.5876, 5.9342], [-6.2288, -25.2156, 7.4055], [-6.9303, -22.5698, 2.1808], [-5.2266, -22.9687, 2.5176], [-6.5165, -23.9872, 3.2416], [-6.1546, -20.3052, 2.8998], [-4.5937, -20.8963, 3.5503], [-5.6958, -20.0975, 4.6433], [-0.4973, -22.2921, 3.8841], [-0.2136, -21.3044, 4.4988], [-0.7363, -21.0518, 5.7072], [-0.1609, -19.9261, 6.4239], [0.8198, -19.3440, 5.3655], [0.7090, -20.2052, 4.1280], [0.3755, -20.2081, 7.3304], [-0.9826, -19.2825, 6.7385], [1.7957, -19.4407, 5.8448], [0.6132, -18.2863, 5.2158], [1.5995, -20.5884, 3.6331], [0.2835, -19.5308, 3.3791], [-1.6180, -15.6619, 6.6791], [-1.8563, -16.4423, 7.5576], [-2.8660, -17.3362, 7.4611], [-3.0172, -18.1525, 8.6175], [-1.8123, -17.7783, 9.5384], [-1.1248, -16.6301, 8.8336], [-2.9273, -19.1902, 8.3149], [-3.8957, -17.9514, 9.2301], [-1.2400, -18.6958, 9.6991], [-2.1168, -17.5698, 10.5648], [-0.0680, -16.7617, 8.6001], [-1.2362, -15.6650, 9.3346], [-4.5889, -16.0692, 1.0571], [-3.7950, -16.5174, 1.8305], [-2.8444, -15.7920, 2.4483], [-2.4169, -16.3978, 3.6854], [-2.6041, -17.8933, 3.4265], [-3.8610, -17.8366, 2.6060], [-3.0979, -15.9600, 4.4190], [-1.4236, -16.0383, 3.9434], [-2.7289, -18.4153, 4.3800], [-1.7441, -18.3934, 2.9820], [-4.7741, -17.7205, 3.1966], [-3.9890, -18.7351, 2.0012], [-4.7571, -14.9186, 12.1710], [-3.6588, -14.7236, 11.7487], [-3.3864, -14.5060, 10.4362], [-2.0962, -13.9722, 10.1728], [-1.5230, -13.7397, 11.6024], [-2.4564, -14.3616, 12.5941], [-2.0086, -13.1078, 9.5208], [-1.4631, -14.7383, 9.7141], [-1.6450, -12.6683, 11.8005], [-0.4814, -13.9934, 11.7805], [-2.6896, -13.7314, 13.4445], [-2.0080, -15.2978, 12.9394], [-0.1223, -16.8011, 12.1650], [-0.3811, -17.8070, 12.7601], [-1.2630, -18.6968, 12.2473], [-1.4488, -19.8370, 13.1307], [-0.2003, -19.8075, 14.0379], [0.3189, -18.3961, 13.9654], [-1.5376, -20.6915, 12.4663], [-2.3635, -19.7116, 13.7088], [0.5549, -20.4753, 13.6093], [-0.3688, -20.2154, 15.0327], [1.3805, -18.1907, 14.0283], [-0.1665, -17.8318, 14.7753]], "lowdin_charge": [0.626, -0.594, -0.657, 0.549, 0.066, 0.069, 0.074, 0.049, -0.291, 0.592, -0.286, -0.118, -0.097, -0.298, -0.111, -0.114, -0.293, -0.145, -0.124, 0.064, 0.044, 0.082, 0.074, 0.079, 0.069, 0.083, 0.074, 0.081, 0.059, 0.082, 0.075, 0.059, 0.078, 0.087, 0.091, 0.076, 0.038, -0.294, 0.534, -0.304, -0.128, -0.073, -0.295, -0.118, -0.102, -0.276, -0.115, -0.128, 0.070, 0.085, 0.078, 0.079, 0.083, 0.048, 0.074, 0.072, 0.060, 0.077, 0.070, 0.076, 0.070, 0.061, 0.083, 0.090, 0.063, 0.066, -0.286, 0.567, -0.303, -0.135, -0.096, -0.224, -0.091, -0.154, -0.305, -0.127, -0.080, 0.064, 0.079, 0.084, 0.079, 0.054, 0.085, 0.083, 0.081, 0.081, 0.127, 0.074, 0.131, 0.066, 0.084, 0.080, 0.083, 0.074, 0.081, -0.273, 0.560, -0.291, -0.158, -0.109, -0.309, -0.123, -0.126, -0.306, -0.093, -0.109, 0.020, 0.079, 0.067, 0.093, 0.077, 0.038, 0.073, 0.077, 0.076, 0.078, 0.074, 0.076, 0.080, 0.083, 0.074, 0.086, 0.084, 0.056, 0.128, -0.509, 0.018, -0.099, -0.127, -0.078, 0.106, 0.104, 0.097, 0.111, 0.132, 0.114, 0.108, -0.476, 0.023, -0.152, -0.121, -0.057, 0.069, 0.111, 0.096, 0.092, 0.146, 0.049, 0.123, -0.473, -0.029, -0.134, -0.134, -0.083, 0.126, 0.112, 0.112, 0.109, 0.102, 0.124, 0.132, -0.464, 0.035, -0.116, -0.138, -0.082, 0.135, 0.048, 0.114, 0.112, 0.129, 0.107, 0.139, -0.471, -0.030, -0.089, -0.244, -0.074, 0.071, 0.134, -0.114, 0.136, 0.132, 0.146]}